13
Properties=species:S:1:pos:R:3:forces:R:3 method="wB97M-V/def2-TZVPD" smiles="[H]/N=C/C(=C)/N=N/N" gap_ev="8.124 / 8.126" charge=0 e_tot_ha=-336.777389 homo_energy_ev="-8.37 / -8.37"
H 2.00928 -2.30460 0.13516 -0.7 -0.4 -0.3
N 1.69203 -1.48050 -0.37033 0.3 0.6 -0.1
C 0.71601 -0.88197 0.17185 2.6 2.1 1.3
C 0.54821 0.73626 -0.01180 1.5 -4.0 -2.2
C 1.55188 1.60665 -0.11442 -0.4 0.0 0.1
N -0.75667 0.91175 -0.32452 -3.3 -0.9 1.5
N -1.27363 -0.28327 -0.35110 -0.4 2.1 0.6
N -2.52054 -0.34967 0.12806 -0.1 0.4 -1.0
H 0.19499 -1.26948 1.05777 0.1 0.1 -0.1
H 2.55402 1.24674 -0.28393 0.2 -0.1 0.7
H 1.35551 2.66879 -0.10453 0.0 0.1 -0.3
H -3.06299 -1.13022 -0.20728 0.1 0.0 -0.1
H -3.00811 0.52953 0.27509 0.1 0.1 0.0